(1)
A molecular structure, C36H56AsClHfN7O3S. Source: the Open Molecules 2025 dataset; level of theory: ωB97M-V/def2-TZVPD.

```
106
C36H56AsClHfN7O3S (ωB97M-V/def2-TZVPD)
Hf -0.520 0.852 0.068
N 1.286 -2.208 -2.915
C 0.633 -1.312 -2.159
S 1.492 -0.621 -0.830
N -0.610 -1.083 -2.559
N -1.321 -0.238 -1.776
C -2.517 -0.035 -2.176
C -3.374 0.912 -1.475
C -4.635 1.210 -1.961
C -5.378 2.196 -1.338
C -4.833 2.856 -0.249
C -3.582 2.474 0.191
N -2.863 1.509 -0.387
H 2.216 -2.493 -2.673
H 0.806 -2.642 -3.685
H -2.869 -0.543 -3.065
H -5.011 0.674 -2.824
H -6.366 2.452 -1.700
H -5.362 3.653 0.255
H -3.155 2.953 1.059
N -0.944 2.262 2.075
C 0.268 2.716 2.804
C 1.317 3.079 1.786
N 1.495 1.935 0.862
H -1.352 3.084 1.644
H -1.617 1.870 2.723
H 0.612 1.909 3.444
H 0.055 3.581 3.433
H 2.252 3.337 2.282
H 0.997 3.936 1.197
H 2.051 1.221 1.320
H 2.025 2.233 0.048
C -0.818 0.229 6.308
C -0.105 -0.066 5.010
C 1.287 -0.198 4.982
C 1.951 -0.515 3.804
C 3.454 -0.669 3.784
C 1.201 -0.693 2.637
C -0.182 -0.529 2.617
C -0.813 -0.218 3.828
N -0.925 -0.691 1.397
C -1.847 -1.913 1.394
C -1.626 -2.704 0.100
C -3.305 -1.481 1.489
C -1.542 -2.900 2.528
H -0.322 1.030 6.860
H -0.822 -0.654 6.951
H -1.856 0.520 6.138
H 1.856 -0.069 5.900
H 3.794 -1.335 4.578
H 3.948 0.294 3.942
H 3.801 -1.072 2.831
H 1.690 -1.041 1.733
H -1.896 -0.107 3.843
H -2.029 -2.201 -0.776
H -2.134 -3.669 0.175
H -0.562 -2.886 -0.048
H -3.544 -0.735 0.731
H -3.526 -1.051 2.472
H -3.965 -2.339 1.340
H -0.519 -3.279 2.440
H -2.228 -3.744 2.430
H -1.669 -2.489 3.526
C 2.432 -5.643 -1.336
C 2.532 -5.684 0.189
As 2.290 -3.890 0.954
C 2.497 -4.292 2.876
C 3.070 -5.656 3.261
C 4.079 -3.169 0.550
C 5.280 -3.834 1.222
H 2.559 -6.638 -1.766
H 3.208 -5.005 -1.771
H 1.461 -5.259 -1.658
H 3.483 -6.114 0.505
H 1.742 -6.312 0.601
H 1.504 -4.169 3.312
H 3.106 -3.485 3.294
H 2.442 -6.471 2.899
H 3.130 -5.750 4.347
H 4.073 -5.810 2.862
H 4.044 -2.105 0.790
H 4.179 -3.217 -0.537
H 5.203 -3.798 2.311
H 6.208 -3.329 0.945
H 5.380 -4.881 0.930
C -0.425 7.318 0.036
C 0.860 6.547 -0.095
C 1.929 6.772 0.759
C 3.106 6.045 0.642
Cl 4.406 6.330 1.761
C 3.243 5.087 -0.339
C 2.181 4.845 -1.207
C 1.003 5.570 -1.083
O -0.075 5.391 -1.914
C -0.175 4.134 -2.553
C -0.223 2.992 -1.562
O 0.239 1.863 -1.870
O -0.738 3.158 -0.417
H -0.475 7.827 0.998
H -1.284 6.653 -0.064
H -0.513 8.068 -0.753
H 1.844 7.525 1.535
H 4.171 4.537 -0.439
H 2.302 4.102 -1.984
H 0.623 3.966 -3.273
H -1.120 4.130 -3.095
```

Results
- strongest force on any atom (hartree/bohr) = 0.028
- energy relative to the best compared isomer or geometry (same formula, charge and spin) (kcal/mol) = 0.0
- net charge = +1
- HOMO-LUMO gap (eV) = 6.51
- E_tot (eV) = -140317.98855
- highest occupied orbital energy (eV) = -9.95

***

(2)
A molecular structure, C48H44AsN3O2PSn. Source: the Open Molecules 2025 dataset; level of theory: ωB97M-V/def2-TZVPD.

```
100
C48H44AsN3O2PSn (ωB97M-V/def2-TZVPD)
Sn -1.296 -1.352 -2.260
C -3.492 -4.348 0.528
C -2.585 -3.672 -0.442
N -2.749 -2.472 -0.869
N -3.838 -1.764 -0.429
C -3.830 -0.534 -0.896
O -2.909 -0.054 -1.656
C -4.936 0.364 -0.497
C -4.971 1.660 -1.000
C -5.973 2.530 -0.601
C -6.938 2.110 0.302
C -6.909 0.813 0.802
C -5.912 -0.060 0.404
C -1.421 -4.408 -0.997
C -1.168 -5.741 -0.701
C -0.069 -6.352 -1.286
C 0.739 -5.628 -2.146
C 0.415 -4.303 -2.394
N -0.632 -3.716 -1.827
H -4.224 -3.646 0.912
H -2.908 -4.762 1.353
H -4.018 -5.175 0.045
H -4.205 1.976 -1.694
H -6.004 3.538 -0.996
H -7.720 2.791 0.614
H -7.667 0.483 1.500
H -5.876 -1.071 0.784
H -1.817 -6.289 -0.034
H 0.148 -7.391 -1.074
H 1.600 -6.073 -2.625
H 1.007 -3.687 -3.063
C 1.437 1.693 -3.269
C 1.870 0.412 -3.933
O 1.510 -0.662 -3.482
C 2.707 0.469 -5.162
C 3.510 1.569 -5.451
C 4.311 1.567 -6.583
C 4.290 0.478 -7.441
C 3.483 -0.618 -7.163
C 2.703 -0.630 -6.021
H 0.368 1.620 -3.059
H 1.616 2.582 -3.865
H 1.961 1.802 -2.320
H 3.529 2.425 -4.788
H 4.945 2.416 -6.800
H 4.903 0.484 -8.333
H 3.466 -1.462 -7.840
H 2.079 -1.480 -5.780
C 1.406 0.096 0.330
C 1.854 0.347 1.767
As 3.471 1.502 1.802
C 2.592 3.102 1.094
C 1.556 3.746 1.768
C 0.934 4.851 1.208
C 1.339 5.325 -0.034
C 2.373 4.697 -0.708
C 2.999 3.591 -0.144
C 3.427 1.995 3.686
C 4.141 3.126 4.078
C 4.169 3.514 5.408
C 3.493 2.768 6.365
C 2.792 1.636 5.984
C 2.756 1.251 4.649
P -0.207 -0.760 0.232
C 0.097 -2.253 1.224
C 1.048 -3.119 0.677
C 1.444 -4.262 1.348
C 0.884 -4.567 2.583
C -0.042 -3.703 3.147
C -0.422 -2.544 2.482
C -1.379 0.350 1.055
C -2.420 -0.061 1.882
C -3.294 0.869 2.426
C -3.153 2.216 2.137
C -2.137 2.633 1.288
C -1.259 1.709 0.749
H 2.122 -0.523 -0.218
H 1.315 1.028 -0.228
H 2.100 -0.600 2.249
H 1.063 0.831 2.345
H 1.241 3.389 2.743
H 0.139 5.352 1.747
H 0.860 6.196 -0.464
H 2.707 5.077 -1.666
H 3.823 3.115 -0.666
H 4.674 3.716 3.341
H 4.722 4.398 5.699
H 3.517 3.069 7.404
H 2.268 1.047 6.727
H 2.201 0.361 4.377
H 1.497 -2.894 -0.284
H 2.189 -4.912 0.908
H 1.186 -5.462 3.111
H -0.461 -3.916 4.122
H -1.104 -1.866 2.974
H -2.603 -1.110 2.071
H -4.102 0.533 3.062
H -3.843 2.937 2.556
H -2.026 3.681 1.042
H -0.475 2.069 0.093
```

Results
- strongest force on any atom (hartree/bohr) = 0.008
- energy relative to the best compared isomer or geometry (same formula, charge and spin) (kcal/mol) = 0.0
- net charge = +1
- HOMO-LUMO gap (eV) = 7.32
- E_tot (eV) = -135010.69798
- highest occupied orbital energy (eV) = -10.45

***

(3)
A gas-phase ion, C6Br3F5P (charge +1). Source: the Open Molecules 2025 dataset; level of theory: ωB97M-V/def2-TZVPD.

```
15
C6Br3F5P (ωB97M-V/def2-TZVPD)
C 2.012 0.009 -0.302
C 1.004 1.020 -0.019
C 1.812 -1.466 -0.138
C -0.392 0.923 0.244
C 2.661 -1.016 0.704
C -1.097 -0.118 -0.159
F 2.879 0.456 -1.278
F 1.411 2.228 -0.278
F 1.360 -2.476 -0.902
F -0.972 2.105 0.625
F 3.350 -0.966 1.758
P -2.899 -0.039 -0.080
Br -3.434 -1.874 1.082
Br -3.521 -0.285 -2.150
Br -4.174 1.499 0.893
```

Results
- strongest force on any atom (hartree/bohr) = 0.054
- energy relative to the best compared isomer or geometry (same formula, charge and spin) (kcal/mol) = 106.5
- net charge = +1
- HOMO-LUMO gap (eV) = 7.32
- E_tot (eV) = -239212.28924
- highest occupied orbital energy (eV) = -14.06

***

(4)
C6H10N4O in the gas phase. Source: the Open Molecules 2025 dataset; level of theory: ωB97M-V/def2-TZVPD.

```
21
C6H10N4O (ωB97M-V/def2-TZVPD)
C -1.584 2.070 0.796
C -0.406 2.377 0.119
C -1.979 0.718 0.895
C 0.342 1.382 -0.462
C -1.192 -0.345 0.356
C -0.009 0.022 -0.285
N -1.479 -1.625 0.590
N 1.603 -1.031 -1.956
N 2.198 -1.182 1.153
N 0.712 -1.190 -0.786
O 1.394 -1.825 0.249
H -2.209 2.786 1.214
H 0.011 3.323 -0.061
H -3.039 0.590 1.260
H 1.332 1.683 -0.987
H -2.440 -1.886 0.613
H -0.880 -2.278 0.130
H 1.532 -2.062 -2.308
H 1.128 -0.387 -2.599
H 3.117 -0.858 0.851
H 1.849 -0.280 1.216
```

Results
- strongest force on any atom (hartree/bohr) = 0.062
- energy relative to the best compared isomer or geometry (same formula, charge and spin) (kcal/mol) = 105.1
- SMILES = NON(N)c1ccccc1N
- HOMO-LUMO gap (eV) = 9.04
- E_tot (eV) = -14387.06944
- highest occupied orbital energy (eV) = -8.09

***

(5)
C18H17N5S2 in the gas phase. Source: the Open Molecules 2025 dataset; level of theory: ωB97M-V/def2-TZVPD.

```
42
C18H17N5S2 (ωB97M-V/def2-TZVPD)
S -0.167 2.169 -0.023
C 0.887 0.961 -0.191
S 1.746 0.811 -1.796
C 0.717 -0.469 -2.617
C 0.104 -0.026 -3.957
C -0.599 1.342 -3.955
C -1.856 1.374 -3.092
N -2.506 0.219 -2.960
N -3.574 0.244 -2.180
C -3.884 1.428 -1.671
N -3.264 2.594 -1.832
N -2.169 2.561 -2.566
N 1.230 -0.054 0.758
C 1.754 0.434 2.018
C 2.996 -0.049 2.386
C 3.546 0.329 3.584
C 2.907 1.180 4.459
C 1.675 1.681 4.087
C 1.120 1.291 2.892
C 0.204 -1.079 0.907
C -1.081 -0.801 1.317
C -1.987 -1.839 1.458
C -1.584 -3.121 1.182
C -0.306 -3.408 0.754
C 0.592 -2.370 0.614
H -0.080 -0.849 -1.968
H 1.370 -1.326 -2.820
H -0.621 -0.791 -4.261
H 0.844 -0.001 -4.768
H 0.058 2.179 -3.713
H -0.971 1.493 -4.982
H -4.770 1.450 -1.037
H 3.554 -0.748 1.770
H 4.510 -0.069 3.899
H 3.331 1.465 5.417
H 1.138 2.375 4.727
H 0.139 1.692 2.653
H -1.335 0.232 1.537
H -2.986 -1.591 1.805
H -2.292 -3.936 1.320
H -0.009 -4.430 0.538
H 1.620 -2.550 0.307
```

Results
- strongest force on any atom (hartree/bohr) = 0.037
- energy relative to the best compared isomer or geometry (same formula, charge and spin) (kcal/mol) = 0.0
- SMILES = S=C(SCCCc1nncnn1)N(c1ccccc1)c1ccccc1
- HOMO-LUMO gap (eV) = 7.44
- E_tot (eV) = -48059.33425
- highest occupied orbital energy (eV) = -8.27

***

(6)
A molecular structure, C20H21ClN2O2Sr. Source: the Open Molecules 2025 dataset; level of theory: ωB97M-V/def2-TZVPD.

```
47
C20H21ClN2O2Sr (ωB97M-V/def2-TZVPD)
C 2.403 -0.493 -0.690
C 0.645 2.331 -1.018
H 2.344 -0.551 0.422
H 2.672 0.478 -1.151
H 2.243 -1.414 -1.280
H -0.410 2.612 -0.819
H 1.322 2.250 -0.135
H 1.017 2.158 -2.043
C 0.128 -3.207 -0.146
C -0.382 -4.467 0.189
C -1.783 -4.610 0.206
C -2.672 -3.569 -0.071
H 1.194 -2.904 -0.189
H 0.329 -5.259 0.404
H -2.209 -5.568 0.452
H -3.760 -3.628 -0.054
N -0.764 -2.263 -0.491
C -2.116 -2.327 -0.409
C -2.959 -1.091 -0.705
N -2.360 0.101 -0.941
C -2.940 1.292 -1.162
C -5.009 0.096 -1.006
C -4.337 1.315 -1.213
H -2.252 2.150 -1.295
H -4.816 2.269 -1.415
C -4.359 -1.113 -0.747
H -4.835 -2.078 -0.584
H -6.085 0.078 -1.046
Sr -0.075 0.020 -0.242
C 0.182 -0.244 -3.052
H -0.490 0.593 -3.302
H -0.243 -1.260 -3.111
H 1.271 -0.111 -3.152
Cl 5.852 3.659 1.137
C 4.394 2.880 1.622
C 3.220 3.632 1.772
C 2.037 2.983 2.145
C 2.005 1.602 2.357
C 3.194 0.872 2.237
C 4.389 1.495 1.855
C 0.712 0.941 2.788
O 0.422 1.049 3.987
O 0.027 0.318 1.907
H 3.238 4.705 1.596
H 1.123 3.558 2.263
H 3.187 -0.204 2.400
H 5.309 0.925 1.729
```

Results
- strongest force on any atom (hartree/bohr) = 0.042
- energy relative to the best compared isomer or geometry (same formula, charge and spin) (kcal/mol) = 42.0
- HOMO-LUMO gap (spin up / spin down) (eV) = 4.34 / 5.38
- E_tot (eV) = -41508.60243
- highest occupied orbital energy (spin up / spin down) (eV) = -5.54 / -6.54